Run i
One molecule with the formula C9H12N4, computed with ωB97M-V/def2-TZVPD.

Each atom is followed by the atoms it is bonded to, with distances in Å.
Geometry (Å):
1 C 3.5611 0.4510 -0.3720  N10 1.328, N11 1.338, H14 1.060
2 C 1.8267 1.0698 0.8251  C3 1.411, N11 1.380
3 C 1.6565 -0.1893 0.2115  C2 1.411, N10 1.350, N12 1.406
4 C -0.6562 1.7194 0.3658  C6 1.257, N13 1.291
5 C -0.7821 -0.7123 0.4338  C7 1.335, N12 1.352, N13 1.518
6 C -0.8706 2.9129 0.6987  C4 1.257, H15 1.170, H16 1.080
7 C -1.8257 -1.4197 0.8730  C5 1.335, H17 1.033, H18 1.044
8 C 0.9038 -2.4059 0.0680  N12 1.470, H19 1.132, H20 1.112, H21 1.037
9 C -1.3150 0.5786 -1.6320  N13 1.457, H22 1.158, H23 1.113, H24 1.167
10 N 2.7025 -0.5432 -0.5658  C1 1.328, C3 1.350
11 N 3.0575 1.4638 0.3421  C1 1.338, C2 1.380, H25 0.936
12 N 0.5337 -1.0179 0.3819  C3 1.406, C5 1.352, C8 1.470
13 N -1.0810 0.6371 -0.1948  C4 1.291, C5 1.518, C9 1.457
14 H 4.5947 0.3538 -0.5842  C1 1.060
15 H -1.9343 3.4002 0.6833  C6 1.170
16 H -0.1056 3.6081 1.0119  C6 1.080
17 H -2.6997 -0.9467 1.1565  C7 1.033
18 H -1.6899 -2.3165 1.3906  C7 1.044
19 H 0.6348 -3.0901 0.9290  C8 1.132
20 H 0.5533 -2.9021 -0.8635  C8 1.112
21 H 1.9394 -2.3677 0.0235  C8 1.037
22 H -0.6531 1.3128 -2.2349  C9 1.158
23 H -1.0188 -0.4584 -1.9075  C9 1.113
24 H -2.4583 0.6182 -1.8615  C9 1.167
25 H 3.5116 2.2112 0.6765  N11 0.936

As for the HOMO-LUMO gap (spin up / spin down): 7.04 / 7.04 eV. As for the spin multiplicity: 1. The total charge is 0.

---

Run ii
A 2-piece molecular cluster, C9H12N4 overall, computed with ωB97M-V/def2-TZVPD.

Each atom is followed by the atoms it is bonded to, with distances in Å.
Geometry (Å):
1 C 1.1355 -1.3636 0.3200  C2 1.328, H9 1.073, H10 1.074
2 C 1.1274 -0.0655 0.6011  C1 1.328, C3 1.499, N4 1.403
3 C 2.0361 0.9114 -0.0814  C2 1.499, H11 1.086, H12 1.089, H13 1.089
4 N 0.2461 0.4815 1.5456  C2 1.403, C5 1.371, C8 1.364
5 C -0.1079 1.7997 1.6784  N4 1.371, C6 1.363, H14 1.068
6 C -1.0053 1.8535 2.7034  C5 1.363, N7 1.360, H15 1.070
7 N -1.2082 0.6089 3.2115  C6 1.360, C8 1.301
8 C -0.4553 -0.1842 2.5073  N4 1.364, N7 1.301, H16 1.070
9 H 1.8141 -1.7649 -0.4082  C1 1.073
10 H 0.4654 -2.0666 0.7793  C1 1.074
11 H 2.7487 0.3765 -0.7018  C3 1.086
12 H 2.5794 1.5102 0.6482  C3 1.089
13 H 1.4648 1.5821 -0.7219  C3 1.089
14 H 0.2837 2.5768 1.0584  C5 1.068
15 H -1.5117 2.7068 3.1039  C6 1.070
16 H -0.3716 -1.2376 2.6764  C8 1.070
17 C -0.1930 -1.3034 -2.8897  C18 1.364, N21 1.360, H22 1.069
18 C -0.6104 -0.0581 -2.5231  C17 1.364, N19 1.366, H23 1.070
19 N -1.5835 -0.2591 -1.5859  C18 1.366, C20 1.354, H24 1.007
20 C -1.7061 -1.5986 -1.4290  N19 1.354, N21 1.301, H25 1.071
21 N -0.8843 -2.2494 -2.1997  C17 1.360, C20 1.301
22 H 0.5522 -1.5864 -3.6026  C17 1.069
23 H -0.3149 0.9199 -2.8419  C18 1.070
24 H -2.0958 0.4566 -1.0960  N19 1.007
25 H -2.4055 -2.0465 -0.7521  C20 1.071

As for the HOMO-LUMO gap: 9.47 eV. Its SMILES is C=C(C)n1ccnc1.c1c[nH]cn1. As for the spin multiplicity: 1. The total charge is 0.

---

Which structure loses on stability? run i does.